Computed, not measured: a cluster of 7 separate species, C20H49Cl6N5O5 in total in a non-equilibrium geometry, with the ωB97M-V functional and the def2-TZVPD basis.

Orbital gap, eV: 9.28
SMILES: COC[C@H](C)N.COC[C@H](C)N.COC[C@H](C)N.ClC(Cl)Cl.ClC(Cl)Cl.CN(C)C=O.CN(C)C=O
F_max, eV Å⁻¹: 2.37
HOMO level, Ha: -0.3237

Last column: Mulliken charge in e.
Cartesian coordinates (Å):
C1 4.32959 0.89190 -1.96846  -0.714
O1 4.76404 0.91385 -3.31063  -0.124
C2 5.80041 -0.00142 -3.51226  -0.689
C3 6.46109 0.25952 -4.86822  0.116
C4 7.14432 1.62481 -4.81638  -1.267
N1 5.50215 0.28094 -6.01601  -0.713
H1 5.13911 1.37240 -1.39796  0.366
H2 4.21834 -0.05312 -1.42580  0.340
H3 3.43762 1.48717 -1.79756  0.043
H4 6.58993 0.13933 -2.75804  0.417
H5 5.52358 -1.06111 -3.42868  0.385
H6 7.13124 -0.52364 -5.22090  0.340
H7 6.36392 2.37566 -4.65062  0.276
H8 7.65539 1.89847 -5.73864  0.344
H9 7.80992 1.78774 -3.96726  0.356
H10 5.05289 1.19357 -6.04656  0.278
H11 4.74411 -0.35849 -5.78593  0.274
C5 0.86874 0.27289 0.18794  0.091
O2 -0.26349 0.56208 0.96992  -0.166
C6 -0.87558 -0.59020 1.49820  -0.720
C7 -2.13428 -0.17532 2.28546  0.640
C8 -1.88231 1.06343 3.14528  -0.874
N2 -2.64374 -1.29406 3.03803  -0.618
H12 0.77549 -0.72770 -0.25979  -0.041
H13 1.72641 0.07635 0.84362  0.318
H14 1.04660 0.99640 -0.59283  -0.251
H15 -1.12104 -1.37272 0.77596  0.172
H16 -0.16286 -1.00807 2.22914  0.286
H17 -2.84357 0.03277 1.48257  0.298
H18 -2.75122 1.28073 3.77766  0.262
H19 -1.74666 1.96716 2.55296  0.422
H20 -1.11087 0.89178 3.89806  -0.137
H21 -2.33384 -1.43837 3.98558  0.232
H22 -3.65322 -1.35111 3.00409  0.143
C9 -0.16720 -3.46891 -2.04639  -0.485
O3 -0.82011 -3.13228 -3.25757  -0.224
C10 -1.31168 -4.26494 -3.92987  -0.759
C11 -1.94413 -3.90542 -5.28291  0.487
C12 -2.96449 -4.90835 -5.79075  -1.348
N3 -0.79124 -3.78990 -6.19820  -0.548
H23 0.52043 -4.30028 -2.20185  0.341
H24 -0.85902 -3.63394 -1.21498  0.288
H25 0.36554 -2.55191 -1.79324  -0.093
H26 -0.62292 -5.11664 -4.00496  0.325
H27 -2.11059 -4.66516 -3.27923  0.326
H28 -2.34409 -2.89591 -5.17381  0.204
H29 -2.53422 -5.90156 -5.93031  0.280
H30 -3.40089 -4.61628 -6.74592  0.384
H31 -3.79023 -4.99558 -5.07640  0.348
H32 -0.16357 -4.56836 -6.09550  0.200
H33 -1.03485 -3.54239 -7.14274  0.207
Cl1 2.72427 5.74582 -0.64056  -0.119
C13 1.54940 4.53894 -0.16950  0.373
Cl2 0.40769 5.20159 1.00395  -0.124
Cl3 2.41749 3.17411 0.68523  -0.138
H34 0.98188 4.15934 -1.00924  -0.017
Cl4 0.79908 1.64473 -3.16797  -0.047
C14 0.78303 2.74832 -4.55816  -0.049
Cl5 2.20965 2.68171 -5.57428  -0.096
Cl6 0.50766 4.40855 -4.00938  -0.139
H35 -0.11186 2.39127 -5.05331  0.342
C15 1.41609 1.72381 5.39218  -1.055
N4 0.99797 2.65070 6.41964  0.114
C16 0.11058 3.69958 5.99087  -0.826
C17 1.38721 2.50569 7.69641  0.114
O4 1.16867 3.31171 8.58109  -0.583
H36 0.74496 0.90322 5.14458  0.240
H37 2.43149 1.38125 5.60841  0.438
H38 1.62183 2.22719 4.44193  0.322
H39 0.49237 4.10097 5.04421  0.298
H40 -0.88609 3.37203 5.66610  0.271
H41 -0.01156 4.48901 6.72351  0.315
H42 1.96573 1.57830 7.83857  0.333
C18 -7.03213 -1.60053 5.75132  -0.936
N5 -6.50564 -0.94065 4.58395  0.181
C19 -6.22529 0.47477 4.70836  -0.940
C20 -6.27527 -1.52252 3.38160  0.074
O5 -5.62465 -1.01129 2.49120  -0.598
H43 -7.47282 -0.88115 6.43513  0.353
H44 -6.28723 -2.13448 6.35564  0.309
H45 -7.73552 -2.38717 5.46682  0.329
H46 -5.28702 0.85897 4.30820  0.177
H47 -7.06851 1.12117 4.46359  0.337
H48 -6.01268 0.73678 5.75626  0.410
H49 -6.76974 -2.50750 3.29638  0.321